Computed, not measured: a structure of composition C45H40N8O2P2RuSe2 at a distorted geometry, with ωB97M-V with the def2-TZVPD basis set.

Positions of all 100 atoms, in Å:
Ru  0.134  0.053  -0.177
Se  0.383  -2.219  -1.018
Se  6.502  -1.867  -1.282
P  5.840  0.039  -1.912
P  2.481  -2.047  -1.708
O  0.406  -0.616  1.694
O  -0.691  6.672  2.616
N  3.836  1.605  -0.865
N  2.596  1.638  -0.502
N  -0.446  4.222  1.336
N  2.044  0.437  -0.735
N  -0.976  0.564  -1.794
N  -1.704  -0.383  0.462
N  -0.064  1.937  0.543
N  -1.880  -0.895  1.651
C  -2.334  0.255  -1.687
C  -0.243  3.019  0.914
C  -0.495  -2.626  6.166
C  -4.150  -0.681  -0.150
C  4.230  -4.032  1.294
C  -1.797  -2.016  4.245
C  4.680  -5.296  -0.715
C  3.970  -4.374  -1.466
C  -1.720  -2.565  5.509
C  6.801  1.401  -1.234
C  7.465  2.298  -2.063
C  -0.688  -0.989  2.290
C  5.020  1.476  -5.631
C  5.021  1.282  -4.258
C  2.572  -2.269  -3.476
C  5.798  0.661  -6.445
C  3.521  -3.104  0.557
C  -0.635  -1.527  3.629
C  0.593  -1.575  4.303
C  -1.497  5.594  3.044
C  1.422  -2.353  -4.260
C  8.345  3.415  -0.125
C  -0.491  1.079  -2.927
C  0.590  6.239  2.199
C  6.921  1.500  0.152
C  4.139  0.364  -1.354
C  3.842  -2.352  -4.054
C  6.576  -0.345  -5.889
C  1.546  -2.523  -5.630
C  3.949  -2.522  -5.424
C  2.992  -0.395  -1.266
C  -2.764  -0.265  -0.476
C  -3.175  0.483  -2.804
C  -1.753  4.627  1.902
C  -2.655  1.001  -3.960
C  2.805  -2.611  -6.208
C  7.688  2.510  0.702
C  6.573  -0.551  -4.516
C  0.476  5.329  0.991
C  -1.288  1.312  -4.028
C  8.240  3.306  -1.502
C  0.657  -2.123  5.568
C  4.811  -5.124  0.656
C  3.408  -3.275  -0.824
C  5.794  0.261  -3.703
H  -0.853  1.728  -4.925
H  7.178  -1.332  -4.068
H  -2.285  3.742  2.248
H  -1.021  5.069  3.881
H  -2.442  6.014  3.380
H  0.658  -2.595  -6.245
H  -2.334  5.120  1.120
H  4.426  2.269  -6.066
H  -4.841  0.160  -0.243
H  -4.487  -1.465  -0.833
H  -3.293  1.173  -4.816
H  8.762  4.004  -2.143
H  0.052  5.881  0.150
H  -4.226  0.239  -2.720
H  5.366  -5.849  1.236
H  1.100  5.718  3.016
H  0.439  -2.300  -3.809
H  1.477  -1.175  3.826
H  8.950  4.201  0.308
H  1.443  4.917  0.707
H  7.395  2.211  -3.139
H  1.158  7.127  1.933
H  7.786  2.590  1.777
H  -2.742  -1.964  3.723
H  3.072  -2.245  1.044
H  4.341  -3.906  2.362
H  -0.437  -3.067  7.152
H  1.601  -2.158  6.095
H  -2.610  -2.946  5.989
H  7.191  -0.970  -6.525
H  3.861  -4.505  -2.533
H  5.806  0.822  -7.516
H  4.440  1.935  -3.615
H  5.137  -6.147  -1.202
H  6.430  0.776  0.791
H  2.895  -2.760  -7.276
H  -4.201  -1.063  0.866
H  0.566  1.310  -2.934
H  4.928  -2.588  -5.879
H  4.733  -2.299  -3.434

The HOMO energy (spin up / spin down) comes out at -11.871 / -11.938 eV. The energy is -7907.26151 hartree. The charge is +2. Its spin multiplicity is 5. Its expectation value of S² is 6.0454.